Computed, not measured: one molecule with the formula C23H23F3N4O3S at a distorted geometry, with the ωB97M-V functional and the def2-TZVPD basis.

Structure (XYZ):
```
57
Properties=species:S:1:pos:R:3:forces:R:3:lowdin_charge:R:1
C 4.186132 -1.379436 1.416300 0.023 0.130 -0.385 -0.062
C 4.590942 -1.271171 -0.051577 0.070 -0.302 0.294 -0.240
O 4.159240 -0.065041 -0.646897 -0.088 0.198 -0.109 -0.043
C 2.848360 0.119274 -0.955180 -0.285 0.368 -0.162 -0.261
C 2.510460 1.397638 -1.400580 0.293 -0.206 0.072 -0.009
C 1.203513 1.687657 -1.708261 -0.134 -0.353 0.033 -0.030
C 0.188620 0.735401 -1.594873 0.488 -0.503 0.017 -0.137
C -1.177962 1.161796 -1.762999 -0.798 0.336 -0.192 -0.092
N -2.174477 0.403640 -1.539164 0.413 -0.297 -0.246 0.050
N -3.408520 0.925522 -1.520818 -0.155 1.321 -0.475 0.060
C -4.475928 0.224673 -1.048463 -0.004 -0.431 0.006 -0.468
O -5.564563 0.738592 -0.923981 -0.169 0.088 0.053 0.071
C -4.184996 -1.234976 -0.754212 -0.057 0.051 -0.036 -0.040
C -3.368761 -1.440672 0.483312 -0.144 -0.919 0.308 -0.375
C -3.364213 -2.587696 1.211522 0.070 0.154 0.001 -0.374
S -2.153627 -2.534337 2.446225 -0.001 0.559 -0.321 1.018
C -1.743157 -0.912708 1.861828 -0.368 -1.178 0.277 -0.597
N -0.690736 -0.269044 2.433155 0.315 -0.277 0.540 0.074
C -0.150748 0.944555 2.042900 0.249 0.588 -0.160 -0.218
C 1.172153 1.232067 2.381000 -0.184 -0.087 -0.056 -0.015
C 1.745566 2.432697 2.013207 -0.061 0.129 -0.009 -0.062
C 1.008756 3.375683 1.319340 -0.179 -0.014 -0.013 -0.026
C -0.314865 3.093992 1.003871 0.108 0.022 0.080 -0.123
C -1.108324 4.151065 0.292529 -0.116 0.291 -0.018 -0.586
F -1.299508 5.242136 1.057150 0.075 0.002 0.175 0.145
F -2.324851 3.747373 -0.097499 -0.206 -0.296 0.056 0.133
F -0.489957 4.591188 -0.821697 0.266 -0.039 -0.159 0.127
C -0.903459 1.891413 1.351870 -0.011 0.128 0.055 0.049
N -2.470754 -0.502837 0.890757 0.231 0.737 0.278 0.102
C 0.540440 -0.574759 -1.201859 0.021 0.485 -0.137 -0.199
O -0.462706 -1.475324 -1.143520 0.209 0.082 -0.058 -0.050
C -0.209867 -2.827704 -0.827339 0.161 -0.500 -0.035 -0.240
C 0.376117 -3.608384 -2.000966 -0.109 0.347 0.220 -0.051
C 1.863184 -0.859262 -0.877583 0.228 -0.388 0.136 0.043
H 3.103526 -1.383919 1.518635 -0.093 -0.032 0.059 0.055
H 4.587710 -2.295045 1.841857 0.028 -0.103 0.077 0.078
H 4.579752 -0.529530 1.967997 0.047 0.063 0.083 0.079
H 5.680757 -1.236319 -0.132603 -0.155 -0.077 -0.037 0.125
H 4.234270 -2.138800 -0.620711 0.056 0.095 -0.006 0.117
H 3.287111 2.139599 -1.482320 0.108 0.114 -0.002 0.119
H 0.945240 2.685144 -2.030438 -0.071 0.131 0.002 0.113
H -1.314049 2.223384 -2.007353 -0.063 -0.041 0.062 0.123
H -3.545826 1.928569 -1.681337 -0.047 -0.333 0.119 0.158
H -3.606332 -1.627821 -1.594530 -0.078 -0.052 -0.003 0.124
H -5.130477 -1.771327 -0.669535 0.046 0.132 -0.076 0.129
H -3.976276 -3.458539 1.099603 -0.193 -0.176 -0.089 0.068
H -0.144724 -0.816003 3.083532 -0.085 0.148 -0.135 0.133
H 1.750244 0.505496 2.934153 0.082 -0.114 0.032 0.108
H 2.773307 2.637004 2.268657 0.119 0.000 0.032 0.110
H 1.446056 4.317485 1.028879 0.072 0.101 -0.037 0.124
H -1.926890 1.671796 1.099774 -0.039 0.058 -0.052 0.110
H -1.194158 -3.232939 -0.575022 0.136 0.074 0.076 0.113
H 0.429416 -2.915798 0.061381 -0.103 0.063 -0.033 0.116
H 0.498777 -4.652067 -1.724293 0.026 -0.126 0.014 0.079
H 1.340287 -3.204252 -2.299146 0.100 -0.021 -0.047 0.068
H -0.296388 -3.544286 -2.852085 -0.057 -0.030 -0.095 0.082
H 2.127181 -1.854822 -0.562586 0.011 -0.098 0.025 0.094
```
Positions in Å, forces in eV/Å.

Computed properties:
E_LUMO: 0.2 eV
ΔE to the lowest compared entry with this formula, charge and spin: 93.7 kJ/mol
SMILES string: CCOc1ccc(/C=N/NC(=O)Cc2csc(Nc3cccc(C(F)(F)F)c3)n2)c(OCC)c1
frontier orbital gap: 7.86 eV
highest occupied orbital energy: -7.67 eV
strongest force on any atom: 0.0275 Eh/bohr



Computed, not measured: C17H47AgN5O7 as an isolated structure at a distorted geometry, with the ωB97M-V functional and the def2-TZVPD basis.

Structure (XYZ):
```
77
Properties=species:S:1:pos:R:3:forces:R:3:lowdin_charge:R:1
Ag -0.386610 -0.575876 -0.436043 0.684 -0.024 0.292 0.815
O 1.033176 -2.383128 0.533393 0.081 0.397 -0.064 -0.366
C 1.465981 -3.501129 -0.190716 -1.384 -0.993 -0.329 -0.384
C 2.884356 -3.640932 -0.714545 2.545 1.568 -0.668 -0.541
O 3.988785 -3.523452 0.080289 -0.964 -0.552 0.701 -0.396
H 0.799036 -3.598168 -1.088406 0.318 0.061 -0.329 0.068
H 1.169228 -4.442320 0.330234 0.398 0.185 0.529 0.087
H 3.029275 -2.840570 -1.491668 -0.735 0.223 -0.209 0.070
H 2.948689 -4.542903 -1.374687 -0.690 -0.536 0.210 0.068
C -2.915120 -4.303594 0.022969 -0.305 -0.158 -0.976 -0.057
C -2.265146 -2.971996 -0.345677 0.485 -0.012 0.863 -0.422
C -3.242003 -2.006274 -0.992059 -0.251 0.570 -0.025 -0.197
O -2.563204 -0.796679 -1.349929 0.158 -0.152 -0.416 -0.261
C -3.430241 0.297185 -1.535827 -0.275 0.314 0.099 -0.103
N -1.608606 -2.357710 0.831609 -0.213 -1.108 -0.096 0.008
H -2.199191 -5.120685 -0.059896 0.082 0.066 0.038 0.080
H -3.712232 -4.491937 -0.707683 -0.079 -0.314 0.224 0.070
H -3.329461 -4.345616 1.030488 -0.112 0.315 -0.014 0.071
H -1.463778 -3.171033 -1.066612 -0.103 0.066 -0.135 0.126
H -4.072728 -1.730170 -0.327348 0.125 -0.232 0.263 0.125
H -3.697783 -2.410798 -1.905255 0.112 -0.216 0.034 0.126
H -3.128542 0.996751 -2.317691 0.491 -0.506 -0.247 0.086
H -3.442456 0.923116 -0.638335 -0.337 -0.265 0.196 0.066
H -4.417130 -0.089278 -1.800720 -0.180 0.289 0.155 0.086
H -0.612072 -2.694041 0.831718 0.369 0.775 -0.131 0.033
H -1.952704 -2.839236 1.661072 -0.398 0.452 0.111 0.072
C 3.729480 3.138317 -2.792072 -1.546 0.328 0.549 -0.081
C 3.492267 1.711393 -2.266294 2.549 0.172 -0.050 -0.400
C 2.537928 0.951591 -3.142559 -0.195 -0.363 -0.252 -0.237
O 2.583379 -0.418804 -2.860274 0.013 0.212 -0.157 -0.171
C 1.540109 -1.122989 -3.487656 0.183 -0.005 0.434 -0.111
N 4.834686 1.065551 -2.234311 -0.278 -0.406 -0.239 0.041
H 4.138273 3.135972 -3.801493 0.065 -0.129 -0.021 0.070
H 4.388053 3.700061 -2.130644 0.176 -0.129 0.003 0.066
H 2.776930 3.694634 -2.801936 0.185 0.018 -0.201 0.045
H 3.222288 1.661813 -1.210771 -0.713 0.277 -0.138 0.122
H 2.791967 1.073809 -4.212144 0.144 0.291 0.013 0.127
H 1.525016 1.363721 -3.021329 -0.021 -0.064 0.130 0.106
H 0.644675 -1.041681 -2.858691 -0.242 -0.142 -0.156 0.064
H 1.858165 -2.161814 -3.549095 -0.151 -0.042 0.067 0.086
H 1.313792 -0.734205 -4.489511 0.056 0.021 -0.044 0.080
H 5.237801 0.983632 -3.162125 -0.137 -0.059 -0.069 0.065
H 5.474893 1.636895 -1.698558 -0.052 0.012 0.118 0.058
C -1.525083 1.439616 4.562143 0.016 -0.251 0.070 -0.044
C -2.520192 0.647916 3.726339 -0.242 0.368 0.054 -0.444
C -2.153905 0.530955 2.241349 -0.120 -0.676 1.153 -0.236
O -1.894722 1.781603 1.666810 0.215 0.130 -0.679 -0.213
C -2.988826 2.665521 1.528228 0.007 -0.924 -0.026 -0.102
N -2.724973 -0.701739 4.257746 0.080 -0.101 -0.618 0.039
H -1.751422 1.216317 5.607911 0.155 0.269 0.089 0.073
H -1.617508 2.512408 4.390464 -0.109 -0.006 0.023 0.072
H -0.484842 1.180466 4.369510 -0.049 -0.249 -0.034 0.063
H -3.471502 1.206377 3.756657 0.005 0.066 0.070 0.122
H -2.955298 -0.069657 1.783332 -0.123 0.525 -0.531 0.109
H -1.278515 -0.104210 2.110317 0.230 0.243 0.098 0.099
H -3.204197 3.122509 2.496338 -0.154 0.416 -0.205 0.080
H -3.874984 2.119228 1.178140 -0.077 0.016 0.190 0.082
H -2.738881 3.363726 0.731485 0.124 0.316 0.292 0.087
H -3.004039 -0.728524 5.229109 -0.004 0.279 0.023 0.063
H -3.479316 -1.106471 3.712505 0.075 -0.323 0.181 0.066
C 1.691199 0.579860 2.740452 1.024 -0.927 0.573 -0.097
C 2.608146 0.281378 1.569868 -0.436 0.098 -1.493 -0.299
O 1.855055 -0.010130 0.379086 -0.029 0.067 0.897 -0.213
H 2.314794 0.856296 3.600783 -0.214 0.560 -0.040 0.071
H 1.278529 -0.377715 3.074080 -0.489 0.113 -0.299 0.082
H 0.905774 1.297197 2.518290 0.022 0.132 0.073 0.038
H 3.230459 -0.598070 1.752986 0.121 0.103 0.255 0.123
H 3.252230 1.111033 1.259952 0.077 0.173 0.537 0.096
H 1.650870 -1.012572 0.498971 0.212 -0.495 -0.627 -0.001
C 0.028114 2.829370 -1.127816 1.548 1.183 1.288 -0.674
O -0.456170 1.757691 -1.421100 -0.556 -0.342 -0.530 -0.002
N 0.224743 3.850299 -2.007471 -0.915 -0.365 -1.068 0.153
N 0.560727 3.108756 0.110083 -0.556 -0.990 -0.292 0.183
H 0.651506 4.732418 -1.804385 0.112 -0.134 0.130 0.094
H -0.082971 3.637891 -2.938883 0.077 0.327 -0.160 0.104
H 0.358606 2.349703 0.745614 0.140 0.273 0.437 0.068
H 0.627371 4.053131 0.441894 -0.029 -0.080 0.105 0.097
```
Positions in Å, forces in eV/Å.

Computed properties:
E_LUMO: 2.0 eV
ΔE to the lowest compared entry with this formula, charge and spin: 0.0 kJ/mol
charge: -1
frontier orbital gap: 3.16 eV
highest occupied orbital energy: -1.12 eV
strongest force on any atom: 0.0596 Eh/bohr



Computed, not measured: C27H20BrClCoF4N5O6 as an isolated structure, with the ωB97M-V functional and the def2-TZVPD basis.

Structure (XYZ):
```
65
Properties=species:S:1:pos:R:3:forces:R:3:lowdin_charge:R:1
Co 1.005076 0.110092 0.485730 -0.476 0.340 -0.079 0.823
C -1.536704 2.378992 0.507891 -0.234 0.037 0.098 -0.090
N -0.478841 1.899318 -0.359484 0.136 -0.222 0.045 -0.285
C 0.398981 3.011524 -0.692292 0.108 0.177 -0.087 -0.092
C -1.025701 1.249140 -1.553776 -0.043 0.100 -0.202 -0.184
C 0.020072 0.363721 -2.214520 0.081 -0.015 0.078 -0.199
N 0.427168 -0.631063 -1.241810 -0.129 -0.477 -0.060 -0.041
C 0.508373 -1.946369 -1.483360 0.078 0.015 -0.168 -0.170
C 0.898515 -2.783547 -0.404772 -0.022 0.011 0.085 -0.168
F 1.062011 -2.189251 0.812263 0.070 -0.169 -0.108 0.041
C 1.054202 -4.140486 -0.485334 0.025 0.021 -0.013 -0.244
F 1.405048 -4.818767 0.623885 -0.010 0.005 -0.016 0.082
C 0.838046 -4.828543 -1.668638 -0.025 0.016 0.012 0.025
C 0.436779 -4.055068 -2.739350 -0.024 -0.026 -0.001 -0.239
F 0.188812 -4.658330 -3.922234 0.013 0.029 0.041 0.069
C 0.264855 -2.687935 -2.670550 0.034 0.061 0.058 -0.138
F -0.156349 -2.078996 -3.807871 0.025 0.103 0.035 0.055
H -2.114879 3.188754 0.034554 0.035 -0.015 -0.032 0.095
H -1.113155 2.762305 1.436271 0.009 0.018 -0.028 0.091
H -2.221615 1.566213 0.746884 -0.015 0.032 0.002 0.072
H -0.138205 3.814385 -1.226632 -0.033 -0.070 0.072 0.094
H 1.213241 2.675617 -1.323683 -0.004 -0.050 0.004 0.014
H 0.827549 3.420644 0.224031 -0.022 -0.030 0.003 0.098
H -1.412936 2.003127 -2.260428 0.025 -0.012 0.015 0.124
H -1.861790 0.615084 -1.244285 0.030 0.036 0.035 0.111
H 0.883007 0.976489 -2.491753 0.077 -0.005 -0.073 0.073
H -0.367543 -0.055844 -3.135639 -0.181 -0.036 -0.044 0.107
H 0.978487 -5.894034 -1.749602 0.005 -0.024 -0.003 0.123
O -1.687868 1.753704 5.606926 -0.169 -0.070 -0.007 0.112
C -2.640362 1.108579 4.961243 0.156 -0.029 0.202 -0.517
O -3.779974 1.068847 5.362912 -0.055 0.028 -0.033 0.058
C -2.242486 0.395036 3.713490 -0.072 0.077 -0.125 -0.046
C -3.073364 -0.421628 2.971398 -0.001 -0.026 -0.004 -0.580
Cl -4.676368 -0.917200 3.246682 0.023 -0.009 -0.013 0.802
N -2.375961 -0.873896 1.904206 0.028 -0.006 0.053 -0.071
N -1.119191 -0.393620 1.912738 0.039 0.176 -0.093 0.154
C -1.032687 0.383162 2.974588 -0.036 -0.100 0.132 -0.137
C 0.240152 1.165962 3.155081 0.184 -0.343 -0.131 -0.553
O 0.443298 1.727706 4.241050 -0.029 0.157 0.030 0.051
O 1.002049 1.178993 2.154612 0.288 0.254 0.468 -0.050
C -2.804932 -1.717353 0.838154 -0.011 -0.104 -0.031 -0.211
C -3.898811 -1.360568 0.064644 0.044 0.035 -0.039 -0.047
C -4.263843 -2.173812 -0.996504 -0.019 0.021 0.002 -0.076
C -3.535999 -3.320854 -1.282083 0.019 -0.010 0.008 -0.073
C -2.445495 -3.666112 -0.497411 -0.020 0.009 0.007 -0.059
C -2.080520 -2.866021 0.573889 -0.047 -0.013 0.041 0.001
H -0.794550 1.705283 5.124786 0.033 0.085 -0.071 0.049
H -4.444766 -0.452516 0.281963 0.000 0.016 0.017 0.108
H -5.111798 -1.900146 -1.610368 -0.004 0.000 -0.008 0.103
H -3.814597 -3.942060 -2.122982 0.003 -0.007 -0.010 0.104
H -1.865079 -4.550932 -0.720350 0.017 -0.016 -0.029 0.105
H -1.238475 -3.115659 1.203681 0.028 -0.002 -0.003 0.120
Br 2.580386 3.253649 -3.785799 0.016 -0.010 -0.035 0.713
C 3.635157 2.998156 -2.208100 0.010 0.010 0.047 -0.744
C 4.504137 4.008078 -1.839123 -0.016 0.006 -0.028 -0.123
C 5.263164 3.785832 -0.699330 0.006 -0.015 0.024 -0.060
C 5.130445 2.588744 -0.022080 -0.003 0.017 0.004 -0.003
C 4.201553 1.656979 -0.474214 -0.013 -0.025 0.015 -0.161
N 3.449725 1.873572 -1.556885 -0.041 -0.006 -0.033 0.101
C 4.101976 0.315232 0.248037 -0.079 -0.145 -0.006 -0.599
O 5.177148 -0.187154 0.547110 0.139 0.019 0.096 0.043
O 2.951202 -0.177971 0.462751 0.028 0.180 -0.120 -0.076
H 4.577594 4.916913 -2.417289 0.009 -0.004 -0.002 0.091
H 5.958101 4.541808 -0.355977 0.008 -0.002 -0.001 0.106
H 5.728538 2.344094 0.843056 0.002 0.006 0.006 0.119
```
Positions in Å, forces in eV/Å.

Computed properties:
E_LUMO (alpha / beta): 2.3 / 2.3 eV
charge: -1
spin multiplicity: 4
frontier orbital gap (alpha / beta): 7.27 / 7.33 eV
highest occupied orbital energy (alpha / beta): -4.95 / -5.02 eV
strongest force on any atom: 0.0118 Eh/bohr



Question: Which formula does entry 2 have?
Answer: C17H47AgN5O7